[1]
# C20H42Br3F8IN4O6P2Si2

A molecular structure, C20H42Br3F8IN4O6P2Si2 in a non-equilibrium geometry (wB97M-V/def2-TZVPD, the Open Molecules 2025 dataset).

Geometry (Å):
N1 1.32 1.90 1.50
P1 1.35 3.46 1.19
Si1 2.34 3.98 -0.78
Br1 4.26 5.07 -0.46
C1 1.21 5.11 -1.76
C2 0.23 4.30 -2.55
O1 0.45 3.72 -3.58
I1 -1.69 4.11 -1.55
O2 2.55 2.59 -1.58
Si2 3.93 1.65 -1.42
C3 5.28 2.10 -2.60
C4 4.75 2.53 -4.00
C5 5.55 1.98 -5.16
F1 6.85 2.32 -5.05
Br2 4.81 2.88 -6.75
C6 5.48 0.44 -5.28
F2 4.20 0.05 -5.08
F3 6.25 -0.09 -4.30
Br3 6.14 -0.36 -6.96
P2 4.84 1.55 0.65
N2 6.40 1.77 0.39
C7 3.29 -0.15 -1.80
F4 4.21 -0.89 -2.44
F5 3.06 -0.77 -0.59
C8 1.96 -0.24 -2.55
F6 0.95 0.15 -1.73
F7 1.98 0.58 -3.62
F8 1.73 -1.49 -2.98
H1 1.71 1.34 0.75
H2 2.00 4.19 2.21
H3 0.05 4.01 1.14
H4 0.67 5.69 -1.03
H5 1.74 5.80 -2.40
H6 5.87 2.89 -2.18
H7 5.92 1.24 -2.68
H8 3.71 2.33 -4.16
H9 4.87 3.60 -4.06
H10 4.29 2.54 1.50
H11 4.55 0.33 1.27
H12 6.91 0.97 0.73
C9 -6.68 1.43 1.40
O3 -6.19 1.29 2.72
C10 -5.69 -0.01 3.02
C11 -4.19 0.03 3.24
N3 -3.48 0.30 2.00
C12 -2.05 0.57 2.17
C13 -1.68 1.82 2.96
O4 -2.06 3.04 2.34
C14 -3.38 3.46 2.60
H13 -7.15 2.41 1.33
H14 -5.88 1.37 0.65
H15 -7.43 0.67 1.17
H16 -5.94 -0.72 2.23
H17 -6.17 -0.34 3.94
H18 -3.87 -0.94 3.63
H19 -3.99 0.79 4.01
H20 -3.90 1.10 1.54
H21 -1.62 0.66 1.17
H22 -1.58 -0.30 2.64
H23 -0.59 1.84 3.04
H24 -2.08 1.79 3.98
H25 -3.72 3.13 3.59
H26 -4.09 3.09 1.85
H27 -3.40 4.55 2.57
C15 0.01 -6.93 1.78
O5 -0.83 -6.80 0.65
C16 -2.22 -6.86 0.94
C17 -2.89 -5.53 0.70
N4 -2.48 -4.54 1.69
C18 -2.92 -3.18 1.41
C19 -2.38 -2.51 0.16
O6 -0.99 -2.25 0.21
C20 -0.17 -3.33 -0.21
H28 1.03 -6.99 1.41
H29 -0.07 -6.07 2.46
H30 -0.21 -7.84 2.34
H31 -2.38 -7.20 1.97
H32 -2.66 -7.61 0.27
H33 -3.98 -5.67 0.77
H34 -2.66 -5.23 -0.33
H35 -1.47 -4.55 1.74
H36 -2.63 -2.57 2.26
H37 -4.02 -3.17 1.37
H38 -2.86 -1.53 0.08
H39 -2.64 -3.05 -0.76
H40 -0.65 -3.93 -0.98
H41 0.12 -3.97 0.63
H42 0.75 -2.90 -0.62

Results
Total energy = -11538.0877 a.u.
Energy above the lowest of the compared OMol25 structures with the same formula, charge and spin = 0.0000 eV
Kohn-Sham gap = 0.30068 Eh

---

[2]
# C20H42Cl16NO3S

9 unconnected molecules or ions with the total composition C20H42Cl16NO3S in a non-equilibrium geometry (wB97M-V/def2-TZVPD, the Open Molecules 2025 dataset).

Geometry (Å):
O1 2.69 -1.49 2.02
S1 3.06 -0.78 0.84
O2 4.37 -0.26 0.72
C1 1.94 0.60 0.70
N1 0.56 0.14 0.99
C2 -0.39 -0.23 -0.10
C3 -1.51 -0.66 0.81
O3 -1.61 0.48 1.68
C4 -0.35 1.06 1.84
H1 2.72 -1.55 -0.23
H2 1.99 1.03 -0.30
H3 2.22 1.37 1.42
H4 0.62 -0.71 1.57
H5 -0.71 0.71 -0.53
H6 -0.05 -0.97 -0.82
H7 -1.25 -1.55 1.39
H8 -2.43 -0.89 0.29
H9 -0.27 2.06 1.42
H10 0.06 0.99 2.83
Cl1 4.21 5.61 1.63
C5 4.72 4.73 3.10
C6 4.24 3.31 3.08
Cl2 2.45 3.21 3.25
H11 4.34 5.27 3.97
H12 5.80 4.74 3.13
H13 4.66 2.76 3.92
H14 4.52 2.80 2.16
Cl3 -3.86 -4.21 -0.57
C7 -2.59 -4.99 -1.55
C8 -1.29 -4.24 -1.46
Cl4 -1.39 -2.65 -2.26
H15 -2.94 -5.05 -2.58
H16 -2.46 -6.00 -1.17
H17 -0.49 -4.79 -1.95
H18 -1.00 -4.08 -0.42
Cl5 -1.49 3.04 7.61
C9 -1.39 1.49 6.77
C10 -0.26 1.46 5.77
Cl6 -0.56 2.56 4.39
H19 -2.35 1.30 6.28
H20 -1.23 0.72 7.52
H21 -0.15 0.46 5.36
H22 0.68 1.76 6.23
Cl7 -5.09 -0.03 -0.63
C11 -6.71 -0.38 -1.31
C12 -6.75 -1.69 -2.05
Cl8 -5.80 -1.64 -3.56
H23 -6.98 0.45 -1.95
H24 -7.40 -0.41 -0.47
H25 -7.78 -1.91 -2.33
H26 -6.38 -2.51 -1.44
Cl9 8.39 -2.49 -0.89
C13 6.85 -2.43 0.01
C14 6.93 -3.15 1.33
Cl10 7.08 -4.91 1.13
H27 6.08 -2.85 -0.62
H28 6.63 -1.38 0.19
H29 6.02 -2.97 1.90
H30 7.78 -2.80 1.92
Cl11 -2.83 -1.66 -5.58
C15 -1.58 -1.40 -6.83
C16 -0.31 -2.15 -6.53
Cl12 0.54 -1.48 -5.11
H31 -1.40 -0.33 -6.91
H32 -1.99 -1.75 -7.77
H33 0.38 -2.06 -7.37
H34 -0.50 -3.20 -6.34
Cl13 7.31 2.35 2.56
C17 7.92 3.28 1.16
C18 7.24 2.88 -0.12
Cl14 7.65 1.22 -0.61
H35 8.99 3.13 1.11
H36 7.73 4.33 1.36
H37 7.55 3.55 -0.92
H38 6.15 2.94 -0.02
Cl15 -8.62 2.85 -1.68
C19 -9.34 1.98 -3.07
C20 -10.63 1.30 -2.70
Cl16 -10.38 -0.07 -1.57
H39 -8.61 1.26 -3.43
H40 -9.52 2.72 -3.84
H41 -11.10 0.89 -3.59
H42 -11.32 1.99 -2.23

Results
Total energy = -8828.7100 a.u.
Kohn-Sham gap = 0.35365 Eh
Net charge = +1

---

[3]
# C20H42ClN2O8P

3 unconnected molecules or ions with the total composition C20H42ClN2O8P in a non-equilibrium geometry (wB97M-V/def2-TZVPD, the Open Molecules 2025 dataset).

Geometry (Å):
C1 -1.50 0.04 4.62
C2 -2.71 -0.56 4.40
C3 -3.37 -0.84 3.06
C4 -3.53 -2.39 3.10
C5 -4.29 -3.04 4.27
N1 -3.59 -4.12 4.97
C6 -2.52 -3.65 5.85
C7 -2.10 -2.83 2.74
O1 -1.53 -3.85 3.00
N2 -1.47 -1.80 1.92
C8 -2.52 -0.74 1.79
P1 -2.04 0.83 0.94
O2 -3.42 1.73 1.08
Cl1 -0.66 1.88 2.03
H1 -1.35 1.07 4.33
H2 -0.64 -0.48 5.03
H3 -3.30 -0.85 5.27
H4 -4.33 -0.32 3.01
H5 -4.10 -2.67 2.20
H6 -5.19 -3.49 3.85
H7 -4.64 -2.26 4.96
H8 -4.29 -4.52 5.58
H9 -1.84 -4.49 6.04
H10 -2.87 -3.27 6.81
H11 -1.92 -2.88 5.38
H12 -1.50 -2.23 1.00
H13 -3.21 -1.14 1.04
H14 -4.11 1.22 0.63
C9 1.39 4.47 -5.77
O3 0.28 4.49 -4.89
C10 -0.89 3.86 -5.37
C11 -1.46 2.84 -4.41
O4 -0.65 1.71 -4.13
C12 0.56 1.86 -3.41
C13 0.43 2.30 -1.97
O5 -0.07 3.62 -1.83
C14 -1.15 3.76 -0.94
H15 1.38 5.34 -6.43
H16 2.29 4.49 -5.17
H17 1.40 3.56 -6.38
H18 -0.71 3.39 -6.35
H19 -1.65 4.64 -5.51
H20 -2.35 2.43 -4.89
H21 -1.79 3.32 -3.49
H22 1.27 2.49 -3.95
H23 1.00 0.86 -3.39
H24 1.43 2.27 -1.53
H25 -0.19 1.59 -1.42
H26 -1.79 2.88 -0.91
H27 -1.76 4.61 -1.28
H28 -0.79 3.99 0.07
C15 1.67 -2.50 1.15
O6 2.52 -2.59 0.02
C16 1.92 -2.22 -1.21
C17 2.72 -1.19 -1.99
O7 2.84 0.08 -1.38
C18 3.60 0.24 -0.20
C19 5.09 -0.01 -0.32
O8 5.41 -1.35 -0.60
C20 6.30 -1.55 -1.68
H29 1.15 -3.44 1.31
H30 2.30 -2.30 2.02
H31 0.95 -1.69 1.07
H32 0.90 -1.86 -1.07
H33 1.87 -3.13 -1.83
H34 2.16 -1.01 -2.91
H35 3.69 -1.59 -2.28
H36 3.17 -0.34 0.62
H37 3.48 1.29 0.07
H38 5.54 0.25 0.65
H39 5.52 0.67 -1.07
H40 6.17 -0.79 -2.46
H41 6.07 -2.53 -2.12
H42 7.34 -1.56 -1.34

Results
Structure (SMILES) = C=C[C@@H]1[C@H](CNC)C(=O)N[C@@H]1P(O)Cl.COCCOCCOC.COCCOCCOC
Total energy = -2299.9739 a.u.
Kohn-Sham gap = 0.29607 Eh